(1)
{
  "formula": "C32H34N4NdO3",
  "method": "wB97M-V/def2-TZVPD",
  "symbols": ["Nd", "O", "C", "C", "C", "C", "C", "C", "C", "N", "C", "C", "N", "C", "C", "C", "C", "C", "C", "C", "O", "H", "H", "H", "H", "H", "H", "H", "H", "H", "H", "H", "H", "H", "H", "C", "C", "C", "C", "C", "C", "C", "C", "C", "C", "H", "H", "H", "H", "H", "H", "H", "H", "H", "H", "H", "H", "H", "H", "N", "C", "O", "C", "C", "C", "N", "C", "C", "H", "H", "H", "H", "H", "H"],
  "xyz": [[0.0412, -0.1060, -0.3308], [2.2432, 0.2527, 0.2445], [2.9385, 1.2396, 0.7322], [4.3247, 0.9988, 0.8300], [5.0881, 2.1170, 1.1510], [4.4682, 3.3614, 1.4202], [3.1049, 3.5622, 1.2455], [2.2746, 2.4972, 1.0271], [0.8207, 2.7474, 0.9616], [-0.1242, 1.8459, 1.0093], [-1.4275, 2.3052, 1.3053], [-2.5244, 1.3013, 1.2403], [-2.3000, 0.2755, 0.2464], [-3.3953, -0.3650, -0.1575], [-3.4779, -1.2043, -1.2703], [-4.7680, -1.5942, -1.6827], [-4.9570, -2.5810, -2.6307], [-3.8654, -3.0947, -3.2948], [-2.5568, -2.7343, -2.9964], [-2.3188, -1.8506, -1.9280], [-1.0890, -1.5623, -1.6239], [4.7213, 0.0218, 0.4763], [6.1901, 1.9687, 1.1994], [5.0387, 4.2035, 1.6403], [2.7255, 4.5519, 1.2568], [0.5450, 3.7818, 0.8363], [-1.6125, 3.2058, 0.6501], [-1.4829, 2.7485, 2.2808], [-3.4611, 1.8469, 1.0974], [-2.5629, 0.7656, 2.2004], [-4.3660, -0.2044, 0.3374], [-5.5693, -0.9613, -1.3014], [-5.9613, -2.8781, -2.9667], [-4.0332, -3.7822, -4.1356], [-1.6786, -2.9994, -3.5813], [-0.7288, -3.6923, 4.9014], [-0.8411, -2.5637, 3.8936], [-0.2771, -1.2599, 4.4935], [-0.0776, -2.9653, 2.6108], [0.9068, -2.1248, 2.0109], [1.6328, -2.5524, 0.8966], [1.4064, -3.8117, 0.3602], [2.2450, -4.3095, -0.7887], [0.4175, -4.6433, 0.9568], [-0.3035, -4.2061, 2.0517], [-1.1881, -3.5564, 5.8898], [0.3259, -3.8233, 5.0947], [-1.0746, -4.6223, 4.4610], [-1.9087, -2.4052, 3.5608], [0.8134, -1.4176, 4.7109], [-0.7801, -0.9624, 5.3939], [-0.3122, -0.4822, 3.6799], [1.1602, -1.1842, 2.4266], [2.4066, -1.9344, 0.4654], [1.6443, -4.3940, -1.6985], [2.6013, -5.3351, -0.6078], [3.1620, -3.6704, -0.9890], [0.3181, -5.6852, 0.7125], [-1.1604, -4.7793, 2.3869], [0.2897, 5.9799, -4.6061], [1.3529, 5.2143, -4.3444], [2.5288, 5.4497, -4.5969], [0.8743, 4.0237, -3.5334], [-0.3952, 3.8796, -2.9467], [-0.7441, 2.6497, -2.4350], [0.0653, 1.5397, -2.4008], [1.3297, 1.7044, -2.8791], [1.7831, 2.9229, -3.3939], [0.3403, 6.8684, -5.1136], [-0.6194, 5.5823, -4.4169], [-1.1184, 4.6891, -2.8152], [-1.7907, 2.4471, -2.1009], [1.9132, 0.7593, -2.9677], [2.8099, 2.9898, -3.8117]],
  "spin_multiplicity": 4,
  "e_above_lowest_kcal_mol": 27.48,
  "e_lumo_ev": [-3.37, -3.34],
  "orbital_gap_ev": [7.05, 7.09],
  "s_squared": 3.753,
  "homo_energy_ev": [-10.41, -10.44],
  "charge": 1
}

(2)
{
  "formula": "C54H41BrCaF9NOPS2Sb2",
  "method": "wB97M-V/def2-TZVPD",
  "symbols": ["Ca", "C", "C", "C", "Sb", "C", "C", "C", "C", "C", "C", "C", "C", "C", "C", "C", "C", "Sb", "C", "C", "C", "C", "C", "C", "C", "C", "C", "C", "C", "C", "H", "H", "H", "H", "H", "H", "H", "H", "H", "H", "H", "H", "H", "H", "H", "H", "H", "H", "H", "H", "H", "H", "H", "H", "H", "H", "F", "C", "C", "F", "C", "F", "C", "P", "C", "C", "C", "C", "C", "C", "C", "C", "C", "C", "C", "C", "C", "Br", "C", "F", "H", "H", "H", "H", "H", "H", "H", "H", "H", "H", "F", "C", "C", "F", "C", "F", "C", "O", "C", "F", "C", "F", "S", "C", "N", "C", "C", "S", "H", "H", "H", "H", "H"],
  "xyz": [[0.0784, -0.6419, -0.2788], [2.1212, 2.3683, 3.4360], [1.9714, 1.2959, 4.5234], [2.3750, -0.1198, 4.0998], [1.7341, -0.8855, 2.1501], [0.3670, -2.2310, 3.1238], [-0.9955, -1.6380, 3.3728], [-1.7967, -2.2236, 4.5699], [-1.3469, -3.5936, 4.9811], [-0.2294, -4.1499, 4.5232], [0.6882, -3.4119, 3.6525], [3.6580, -1.7099, 1.6844], [4.2503, -2.7581, 2.3813], [5.5621, -3.1189, 2.1137], [6.3004, -2.4204, 1.1685], [5.7222, -1.3615, 0.4855], [4.4044, -1.0094, 0.7399], [0.2658, 2.6647, 2.3320], [1.1213, 4.0721, 0.9590], [0.3507, 5.1250, 0.4743], [0.8785, 6.0107, -0.4541], [2.1803, 5.8503, -0.9066], [2.9500, 4.7954, -0.4370], [2.4192, 3.9068, 0.4872], [-0.4208, 4.0532, 3.8242], [-1.3146, 3.5919, 4.7854], [-1.6727, 4.3956, 5.8593], [-1.1452, 5.6731, 5.9707], [-0.2578, 6.1419, 5.0111], [0.1084, 5.3340, 3.9442], [2.9433, 2.1096, 2.7636], [2.3479, 3.3400, 3.8722], [0.9487, 1.2977, 4.9169], [2.6086, 1.5719, 5.3686], [2.0172, -0.8575, 4.8168], [3.4628, -0.1954, 4.0546], [-0.9016, -0.5486, 3.4530], [-1.8599, -1.5815, 5.4535], [-1.9782, -4.1114, 5.6929], [0.0612, -5.1484, 4.8249], [1.6650, -3.8483, 3.4885], [3.6882, -3.2990, 3.1313], [6.0107, -3.9478, 2.6461], [7.3247, -2.7030, 0.9649], [6.2950, -0.8143, -0.2525], [3.9608, -0.1893, 0.1841], [-0.6683, 5.2529, 0.8246], [0.2721, 6.8274, -0.8253], [2.5963, 6.5499, -1.6200], [3.9670, 4.6675, -0.7869], [3.0315, 3.0819, 0.8358], [-1.7332, 2.5935, 4.6991], [-2.3587, 4.0235, 6.6100], [-1.4220, 6.3016, 6.8070], [0.1560, 7.1384, 5.0991], [0.8104, 5.7024, 3.2047], [-6.8663, -3.5095, -1.9651], [-5.9203, -2.8688, -1.3058], [-6.0461, -2.6350, 0.0530], [-7.1229, -3.0428, 0.7037], [-5.0483, -1.9501, 0.7223], [-5.2637, -1.6691, 2.0044], [-3.8827, -1.5093, 0.1032], [-2.5367, -0.7004, 1.0974], [-2.2029, -2.0091, 2.4267], [-3.0914, -2.2185, 3.6925], [-3.9331, -3.4588, 3.7268], [-3.7237, -4.4703, 2.8894], [-2.6904, -4.3878, 1.8598], [-1.9938, -3.2735, 1.6461], [-3.5016, 0.6676, 1.8308], [-3.2762, 1.1222, 3.1280], [-3.9905, 2.2023, 3.6253], [-4.9076, 2.8635, 2.8241], [-5.1111, 2.4387, 1.5185], [-4.4123, 1.3505, 1.0231], [-3.8112, -1.7101, -1.2755], [-2.4388, -0.9591, -2.3367], [-4.8062, -2.3840, -1.9677], [-4.7097, -2.5580, -3.2832], [-3.7075, -1.3529, 3.9277], [-4.7118, -3.5118, 4.4787], [-4.3121, -5.3772, 2.9468], [-2.5000, -5.2658, 1.2540], [-1.2248, -3.2546, 0.8848], [-2.5413, 0.6426, 3.7625], [-3.8293, 2.5279, 4.6450], [-5.4563, 3.7111, 3.2120], [-5.8175, 2.9579, 0.8841], [-4.5776, 1.0322, 0.0008], [1.7448, -5.8776, -2.0052], [1.6448, -4.5368, -1.9068], [0.5971, -3.9066, -1.0717], [-0.4696, -3.3600, -1.6606], [1.1460, -3.2385, 0.0555], [1.8530, -4.1418, 0.8134], [2.0432, -2.4600, -0.8316], [1.8546, -1.2788, -1.1528], [2.8080, -3.4882, -1.6774], [4.1162, -3.7019, -1.4868], [2.0998, -3.6203, -2.9281], [1.3956, -2.6639, -3.5685], [-0.1493, 1.6693, -1.8531], [0.6139, 1.1369, -3.2475], [-0.0311, 0.8589, -4.3780], [0.7293, 0.2387, -5.4567], [2.1747, 0.6796, -5.2523], [2.3293, 1.0527, -3.4670], [-1.0398, 0.8642, -4.3894], [0.3474, 0.5677, -6.4216], [0.6355, -0.8465, -5.3963], [2.4107, 1.5879, -5.8027], [2.8867, -0.0993, -5.5094]],
  "e_above_lowest_kcal_mol": 155.79,
  "e_lumo_ev": -3.76,
  "orbital_gap_ev": 6.68,
  "homo_energy_ev": -10.44,
  "charge": 1
}

(3)
{
  "formula": "C6H15N2",
  "method": "wB97M-V/def2-TZVPD",
  "symbols": ["N", "C", "C", "C", "H", "H", "H", "H", "H", "H", "H", "C", "C", "C", "N", "H", "H", "H", "H", "H", "H", "H", "H"],
  "xyz": [[-0.5175, 1.3397, -1.5060], [0.6940, 2.1104, -1.0940], [1.8592, 1.4613, 1.0230], [0.9215, 2.1514, 0.3797], [-0.4330, 1.2517, -2.5037], [-1.3323, 1.9386, -1.3809], [0.6108, 3.1245, -1.4918], [1.5740, 1.6705, -1.5657], [2.0669, 1.5265, 2.0785], [2.4953, 0.8397, 0.3967], [0.2765, 2.7898, 0.9820], [-0.4854, -1.2974, 1.7249], [-0.5501, -1.8814, 0.3540], [-0.0052, -2.9935, -0.0954], [-1.4041, -1.0916, -0.5562], [0.1578, -1.8982, 2.3605], [-0.0789, -0.2836, 1.6926], [-1.4762, -1.2204, 2.1771], [-0.1940, -3.3524, -1.1008], [0.6614, -3.5892, 0.5048], [-0.9106, -0.1494, -0.9080], [-2.2585, -0.7922, -0.1004], [-1.6715, -1.6547, -1.3709]],
  "e_above_lowest_kcal_mol": 40.48,
  "e_lumo_ev": -3.00,
  "orbital_gap_ev": 10.42,
  "homo_energy_ev": -13.43,
  "charge": 1
}

(4)
{
  "formula": "C14H33Cl2N4OP2Sc",
  "method": "wB97M-V/def2-TZVPD",
  "symbols": ["C", "C", "H", "H", "H", "O", "Cl", "Sc", "P", "C", "C", "H", "H", "H", "H", "H", "H", "C", "H", "H", "H", "P", "C", "C", "H", "H", "H", "C", "H", "H", "H", "H", "H", "H", "Cl", "C", "N", "C", "N", "C", "N", "C", "N", "C", "C", "H", "H", "H", "H", "H", "H", "H", "H", "H", "H", "H", "H"],
  "xyz": [[2.0009, 4.8722, -4.3216], [1.3346, 3.8233, -3.4817], [1.7074, 5.8506, -3.9458], [1.6874, 4.8148, -5.3645], [3.0863, 4.8025, -4.2729], [0.5322, 3.9906, -2.6046], [1.8299, 2.1011, -3.8066], [0.3584, 0.1420, -0.5874], [-1.8315, 0.3111, -2.0477], [-3.5323, 0.6164, -1.4575], [-1.7267, 1.4774, -3.4346], [-2.5878, 1.3584, -4.1067], [-2.8666, -1.1749, -3.6900], [-0.7892, 1.2945, -3.9707], [-1.1216, -1.5441, -3.4455], [-3.6001, 1.6406, -1.0686], [-1.6871, 2.4938, -3.0281], [-2.0592, -1.2697, -2.9477], [-4.2603, 0.4872, -2.2751], [-2.3145, -2.0611, -2.2296], [-3.7652, -0.0887, -0.6463], [2.5938, 0.7450, 0.8065], [2.7234, 1.2144, 2.5740], [3.7450, -0.6889, 0.7939], [3.7104, 1.8111, -1.0313], [4.6593, 2.0170, 0.4855], [3.1774, 2.9928, 0.1976], [3.6522, 2.0172, 0.0440], [3.8583, -1.0511, -0.2341], [4.7317, -0.4135, 1.1993], [3.7724, 1.2613, 2.9130], [2.1846, 0.4810, 3.1925], [3.3235, -1.5052, 1.3965], [2.2621, 2.1988, 2.7236], [1.4873, -1.2348, -2.0289], [-1.5807, -2.2255, 0.5935], [-0.5123, -1.2163, 1.0211], [0.4855, -2.0212, 1.8604], [-0.1558, -2.7253, 3.0020], [-1.1850, -3.6557, 2.5119], [-2.2064, -2.9290, 1.7423], [-2.8372, -1.9578, 2.6386], [-1.8479, -0.9749, 3.1610], [-1.2120, -0.2787, 1.9977], [-0.8086, -1.7581, 3.8898], [-1.1031, -3.0016, -0.0294], [-2.4135, -1.7401, 0.0567], [1.2558, -1.3774, 2.3122], [0.9315, -2.7999, 1.2242], [-1.6649, -4.1455, 3.3794], [-0.7088, -4.3975, 1.8583], [-3.6130, -1.4077, 2.1027], [-3.2767, -2.4978, 3.4898], [-0.4594, 0.4243, 2.4359], [-2.0175, 0.2605, 1.4698], [-1.2809, -2.3004, 4.7084], [-0.0654, -1.0572, 4.2750]],
  "e_lumo_ev": -7.36,
  "orbital_gap_ev": 7.43,
  "homo_energy_ev": -14.80,
  "charge": 2
}

(5)
{
  "formula": "C2H7N3S",
  "method": "wB97M-V/def2-TZVPD",
  "symbols": ["C", "C", "H", "H", "H", "H", "H", "H", "H", "N", "N", "N", "S"],
  "xyz": [[1.9703, -0.1569, -0.0186], [-0.4528, 0.1466, -0.0706], [1.9648, 0.8194, -0.5104], [2.2792, 0.0821, 1.0028], [2.6574, -0.8850, -0.4593], [0.5061, -1.5533, -0.5509], [0.4025, 1.7781, -0.1561], [-1.6007, -1.3444, 0.7324], [-3.0329, 1.1108, 0.3750], [0.6239, -0.6418, -0.1195], [-0.4957, 1.4084, -0.0847], [-1.6156, -0.6650, -0.0317], [-3.2063, -0.0991, -0.1085]],
  "e_above_lowest_kcal_mol": 14.33,
  "e_lumo_ev": 0.75,
  "smiles": "[H]/N=C(\\NC)NS",
  "orbital_gap_ev": 9.37,
  "homo_energy_ev": -8.62
}

(6)
{
  "formula": "C6H14",
  "method": "wB97M-V/def2-TZVPD",
  "symbols": ["C", "C", "C", "C", "C", "C", "H", "H", "H", "H", "H", "H", "H", "H", "H", "H", "H", "H", "H", "H"],
  "xyz": [[2.5791, 0.0553, -0.3061], [1.3049, -0.7060, 0.0775], [-0.0428, 0.0353, 0.2529], [-0.0948, 1.4735, -0.2470], [-1.2157, -0.8345, -0.2174], [-2.5375, -0.3511, 0.3702], [2.8684, 0.7343, 0.5016], [3.4029, -0.6578, -0.4346], [2.5229, 0.6449, -1.2289], [1.1976, -1.6086, -0.5396], [1.4389, -1.0589, 1.0968], [-0.1746, 0.1235, 1.3475], [-0.9484, 1.9788, 0.2155], [0.8070, 2.0136, 0.0596], [-0.1905, 1.5637, -1.3347], [-1.0332, -1.8696, 0.1072], [-1.2655, -0.8659, -1.3178], [-2.8334, 0.6157, -0.0500], [-3.3472, -1.0634, 0.1907], [-2.4381, -0.2227, 1.4564]],
  "e_above_lowest_kcal_mol": 9.96,
  "e_lumo_ev": 1.18,
  "smiles": "CCC(C)CC",
  "orbital_gap_ev": 11.79,
  "homo_energy_ev": -10.61
}

(7)
{
  "formula": "C4H6N2O",
  "method": "wB97M-V/def2-TZVPD",
  "symbols": ["C", "C", "N", "C", "C", "O", "N", "H", "H", "H", "H", "H", "H"],
  "xyz": [[2.1658, -0.2591, 0.1303], [0.7056, -0.0855, -0.1623], [0.1272, -0.5559, -1.2238], [-1.2335, -0.2986, -1.0682], [-1.4543, 0.2517, 0.1377], [-2.5802, 0.6322, 0.7954], [-0.2075, 0.4765, 0.7564], [2.7254, -0.2106, -0.8067], [2.3523, -1.2487, 0.5696], [2.5509, 0.4865, 0.8307], [-1.9569, -0.5143, -1.8373], [-2.9382, -0.1711, 1.1972], [-0.2565, 1.4969, 0.6811]],
  "e_above_lowest_kcal_mol": 33.71,
  "e_lumo_ev": 0.68,
  "smiles": "Cc1ncc(O)[nH]1",
  "orbital_gap_ev": 9.41,
  "homo_energy_ev": -8.73
}

(8)
{
  "formula": "C16H16N4O3",
  "method": "wB97M-V/def2-TZVPD",
  "symbols": ["C", "C", "H", "H", "O", "C", "O", "N", "N", "C", "O", "C", "C", "C", "C", "C", "C", "N", "H", "C", "C", "N", "C", "C", "C", "C", "H", "H", "H", "H", "H", "H", "H", "H", "H", "H", "H", "H", "H"],
  "xyz": [[5.5597, 1.0002, -1.5308], [3.9750, 1.0750, -1.9215], [3.5529, 2.0120, -2.1367], [3.8664, 0.4715, -2.8841], [3.3616, 0.6686, -0.9975], [2.1343, 0.5859, -0.9626], [1.6171, 1.0591, -1.7929], [1.3987, -0.0902, -0.0506], [0.1198, 0.2208, 0.2803], [-0.0961, 1.5003, 1.0353], [0.8314, 1.9142, 1.3387], [-1.4835, 1.6339, 1.1926], [-1.7989, 3.0974, 1.9596], [-3.1354, 2.9952, 2.5393], [-4.0744, 2.1245, 2.2417], [-3.6126, 0.8746, 1.7563], [-2.3975, 0.8714, 1.2152], [-2.0893, -0.3534, 0.4128], [-2.6559, -1.3112, 0.6356], [-0.9019, -0.4782, -0.3113], [-0.5777, -1.7955, -0.8377], [-0.9529, -2.9252, 0.1292], [-0.7822, -4.1346, -0.1461], [0.1468, -4.5298, -1.1169], [0.3789, -3.5013, -2.3107], [0.1395, -2.0938, -1.8045], [0.6445, -1.1424, -2.4436], [1.0558, -3.8138, -2.9500], [0.4034, -5.4806, -1.3229], [-1.1664, -4.7114, 0.5935], [-1.1526, 0.1157, -1.3788], [-4.4828, 0.1861, 1.4300], [-5.0670, 2.1695, 2.7906], [-3.2855, 4.1015, 3.0161], [-0.9868, 3.6769, 2.1641], [1.9247, -0.4360, 0.8992], [6.0563, 1.4933, -2.5807], [5.8252, 1.4978, -0.5057], [5.9065, -0.0551, -1.4412]],
  "e_above_lowest_kcal_mol": 384.81,
  "e_lumo_ev": -0.28,
  "smiles": "CCOC(=O)NN1C(=O)c2ccccc2N[C@@H]1c1ccccn1",
  "orbital_gap_ev": 7.73,
  "homo_energy_ev": -8.01
}

| no. | DFT total energy (Eh) |
| --- | --- |
| 1 | -2245.84997 |
| 2 | -7980.48034 |
| 3 | -346.84806 |
| 4 | -3210.89247 |
| 5 | -642.82982 |
| 6 | -236.99553 |
| 7 | -340.74119 |
| 8 | -1063.49100 |